[1]
A 2-piece molecular cluster, C7H16O2P overall in a non-equilibrium geometry. Source: the Open Molecules 2025 dataset; level of theory: ωB97M-V with the def2-TZVPD basis set.

Energy relative to the best compared isomer or geometry (same formula, charge and spin): 243.9 kJ/mol
Lowest unoccupied orbital energy: 3.352 eV
Max |F|: 0.1292 Eh/bohr
Frontier orbital gap: 7.74 eV
Total charge: -1
2S+1: 1

Atoms and positions in Å:
C: -2.241 2.784 -1.322
C: -3.314 1.165 0.300
C: 1.615 -0.991 -1.592
C: 3.876 -0.780 -0.498
C: 1.866 -1.761 0.702
C: -2.066 1.736 -0.346
C: 2.447 -0.743 -0.319
O: 2.865 1.239 1.545
O: 2.063 2.014 -0.778
P: 2.085 1.020 0.314
H: 0.809 0.438 0.865
H: -1.393 3.538 -1.459
H: -3.167 3.095 -1.762
H: -2.768 0.648 1.073
H: -3.857 0.423 -0.156
H: -3.886 2.054 0.684
H: 2.042 -0.309 -2.446
H: 1.510 -2.025 -2.015
H: 0.523 -0.630 -1.427
H: 4.087 -1.908 -0.648
H: 4.448 -0.519 0.389
H: 4.172 -0.263 -1.385
H: 2.284 -1.469 1.750
H: 0.806 -1.584 0.550
H: 2.094 -2.776 0.676
H: -1.176 1.749 0.285

From a Löwdin analysis of the wavefunction, the atomic charges in e read: C -0.012; C -0.135; C -0.136; C -0.148; C -0.128; C -0.195; C -0.722; O -0.426; O -0.403; P 0.317; H 0.022; H 0.060; H 0.018; H 0.053; H 0.027; H 0.090; H 0.095; H 0.068; H 0.082; H 0.100; H 0.071; H 0.066; H 0.107; H 0.038; H 0.032; H 0.059

=====

[2]
A 3-piece molecular cluster, C7H16O3 overall. Source: the Open Molecules 2025 dataset; level of theory: ωB97M-V with the def2-TZVPD basis set.

Energy relative to the best compared isomer or geometry (same formula, charge and spin): 392.7 kJ/mol
Lowest unoccupied orbital energy: 0.627 eV
Max |F|: 0.0129 Eh/bohr
Frontier orbital gap: 8.02 eV
2S+1: 1

Atoms and positions in Å:
C: -1.075 -0.914 0.148
C: -0.281 -1.990 -0.558
C: -2.421 -0.615 -0.463
C: -0.588 1.831 -1.010
C: -0.282 1.051 0.238
O: -1.099 -1.098 1.502
O: -0.592 1.409 1.394
H: -1.114 -0.179 1.892
H: 0.673 -2.167 -0.058
H: -0.108 -1.737 -1.605
H: -0.838 -2.933 -0.525
H: -2.901 0.219 0.051
H: -2.348 -0.389 -1.528
H: -3.062 -1.495 -0.341
H: -1.666 1.950 -1.119
H: -0.155 2.830 -0.920
H: -0.181 1.348 -1.898
C: 1.775 0.829 0.124
C: 2.256 0.195 1.398
O: 2.284 0.345 -1.075
H: 2.428 -0.606 -1.004
H: 1.851 1.912 0.116
H: 0.322 0.087 0.061
H: 1.633 0.542 2.223
H: 3.295 0.473 1.600
H: 2.192 -0.896 1.358

From a Löwdin analysis of the wavefunction, the atomic charges in e read: C -0.471; C -0.030; C -0.038; C -0.025; C -0.513; O -0.011; O -0.059; H 0.096; H 0.075; H 0.091; H 0.094; H 0.092; H 0.085; H 0.094; H 0.081; H 0.091; H 0.089; C -0.282; C -0.045; O -0.011; H 0.095; H 0.134; H 0.111; H 0.088; H 0.088; H 0.080

=====

[3]
A 3-piece molecular cluster, C7H16O3 overall in a non-equilibrium geometry. Source: the Open Molecules 2025 dataset; level of theory: ωB97M-V with the def2-TZVPD basis set.

Energy relative to the best compared isomer or geometry (same formula, charge and spin): 217.9 kJ/mol
Lowest unoccupied orbital energy: 0.599 eV
Max |F|: 0.0612 Eh/bohr
Frontier orbital gap: 9.66 eV
SMILES: CC/C=C/C=C(\C)O.O.O
2S+1: 1

Atoms and positions in Å:
C: -1.650 3.216 -0.575
C: -0.378 2.499 -0.162
C: -0.313 1.013 -0.200
C: 0.628 0.287 -0.758
C: 0.889 -1.177 -0.657
C: 1.599 -1.642 0.370
C: 1.897 -0.987 1.665
O: 2.089 -2.950 0.338
H: -2.430 2.432 -0.660
H: -1.679 3.477 -1.643
H: -1.988 4.050 0.029
H: 0.364 2.885 -0.899
H: 0.112 2.842 0.774
H: -1.112 0.538 0.402
H: 1.478 0.811 -1.193
H: 0.691 -1.912 -1.436
H: 1.565 -1.634 2.499
H: 1.343 -0.064 1.751
H: 2.970 -0.942 1.849
H: 2.004 -3.241 -0.567
O: -1.835 0.349 -2.513
H: -1.567 -0.580 -2.521
H: -2.404 0.537 -1.755
O: -1.043 -3.558 2.040
H: -1.032 -2.625 2.270
H: -0.196 -3.624 1.553

From a Löwdin analysis of the wavefunction, the atomic charges in e read: C -0.104; C -0.265; C -0.174; C -0.139; C -0.056; C -0.393; C -0.014; O 0.013; H 0.058; H 0.079; H 0.068; H 0.114; H 0.119; H 0.130; H 0.119; H 0.108; H 0.093; H 0.072; H 0.091; H 0.087; O -0.060; H 0.041; H 0.025; O -0.064; H 0.022; H 0.028

=====

[4]
A 2-piece molecular cluster, C7H16O3PS overall in a non-equilibrium geometry. Source: the Open Molecules 2025 dataset; level of theory: ωB97M-V with the def2-TZVPD basis set.

Energy relative to the best compared isomer or geometry (same formula, charge and spin): 0.0 kJ/mol
Lowest unoccupied orbital energy: 3.317 eV
Max |F|: 0.0619 Eh/bohr
Frontier orbital gap: 6.88 eV
Total charge: -1
2S+1: 1

Atoms and positions in Å:
C: 3.808 -1.116 0.772
C: -1.874 -0.013 1.810
C: -1.021 2.229 0.866
C: 0.978 -1.250 -0.244
C: 2.672 -0.437 1.527
C: -0.803 0.721 0.906
C: 1.246 -0.558 0.862
O: -1.523 -1.161 -2.200
O: -1.296 0.477 -3.920
O: 0.474 0.426 1.428
P: -2.177 0.096 -2.609
S: -4.133 -0.630 -3.529
H: 4.354 -0.434 0.154
H: 3.502 -1.802 0.019
H: 4.424 -1.538 1.514
H: -1.339 -0.710 2.472
H: -2.355 0.801 2.375
H: -2.632 -0.522 1.264
H: -1.065 2.780 1.906
H: -2.001 2.538 0.437
H: -0.331 2.721 0.250
H: 0.003 -1.060 -0.808
H: -4.243 0.524 -4.152
H: 1.731 -1.885 -0.672
H: 2.710 -0.836 2.497
H: 2.696 0.682 1.542
H: -0.776 0.338 -0.182
H: -1.028 -0.380 -4.284

From a Löwdin analysis of the wavefunction, the atomic charges in e read: C -0.104; C -0.011; C -0.070; C 0.072; C -0.158; C -0.417; C -0.335; O -0.581; O -0.387; O -0.100; P 0.236; S 0.174; H 0.065; H 0.040; H 0.050; H 0.079; H 0.063; H 0.056; H 0.108; H 0.081; H 0.043; H 0.042; H -0.301; H 0.039; H 0.076; H 0.124; H 0.090; H 0.025

=====

[5]
One molecule with the formula C7H16OSi in a non-equilibrium geometry. Source: the Open Molecules 2025 dataset; level of theory: ωB97M-V with the def2-TZVPD basis set.

Energy relative to the best compared isomer or geometry (same formula, charge and spin): 270.5 kJ/mol
Lowest unoccupied orbital energy: 0.929 eV
Max |F|: 0.1099 Eh/bohr
Frontier orbital gap: 10.49 eV
SMILES: C=C[Si@@H](CC(C)C)OC
2S+1: 1

Atoms and positions in Å:
C: -0.750 2.779 2.416
C: -1.411 2.260 1.383
Si: -0.753 1.426 -0.036
C: -0.028 -0.444 0.620
C: 0.855 -1.216 -0.354
C: 2.248 -0.636 -0.404
C: 0.958 -2.771 0.001
O: -1.940 1.114 -1.111
C: -2.476 -0.109 -1.608
H: -1.175 3.350 3.203
H: 0.282 2.515 2.417
H: -2.497 2.525 1.362
H: 0.037 2.274 -0.800
H: -0.890 -1.161 0.861
H: 0.619 -0.353 1.538
H: 0.420 -1.144 -1.327
H: 2.567 -0.729 0.643
H: 2.292 0.418 -0.785
H: 2.839 -1.261 -1.015
H: -0.218 -2.766 0.125
H: 1.581 -2.937 0.906
H: 1.208 -3.349 -0.813
H: -3.528 0.115 -1.977
H: -2.586 -0.938 -0.922
H: -1.963 -0.613 -2.413

From a Löwdin analysis of the wavefunction, the atomic charges in e read: C -0.046; C -0.266; Si 0.575; C -0.201; C -0.551; C -0.105; C -0.046; O -0.293; C -0.149; H 0.047; H 0.039; H 0.079; H -0.010; H 0.075; H 0.078; H 0.100; H 0.080; H 0.088; H 0.057; H 0.098; H 0.087; H 0.029; H 0.103; H 0.064; H 0.069

=====

[6]
A 2-piece molecular cluster, C7H16OSi overall in a non-equilibrium geometry. Source: the Open Molecules 2025 dataset; level of theory: ωB97M-V with the def2-TZVPD basis set.

Energy relative to the best compared isomer or geometry (same formula, charge and spin): 695.2 kJ/mol
Lowest unoccupied orbital energy (alpha / beta): 0.253 / -0.566 eV
Max |F|: 0.0655 Eh/bohr
Frontier orbital gap (alpha / beta): 8.69 / 5.72 eV
2S+1: 1

Atoms and positions in Å:
C: 1.410 -1.418 -0.627
C: 2.139 -0.305 -1.185
C: 3.294 -0.537 -2.258
C: 1.672 1.057 -0.884
C: -1.950 1.703 0.961
C: -0.925 -0.749 2.727
C: -2.358 -1.362 -0.341
O: 2.624 -0.881 0.002
Si: -1.600 -0.213 0.963
H: 1.772 -2.349 -1.112
H: 2.764 -0.319 -3.226
H: 3.736 -1.542 -2.261
H: 4.053 0.284 -2.143
H: 0.785 1.507 -1.363
H: 2.545 1.675 -1.274
H: 1.643 1.208 0.203
H: -2.606 2.093 1.658
H: -1.003 2.123 1.201
H: -2.306 2.065 -0.003
H: -1.545 -1.447 3.367
H: 0.092 -1.348 2.579
H: -0.761 0.146 3.339
H: -1.989 -1.025 -1.381
H: -1.831 -2.374 -0.185
H: -3.523 -1.491 -0.336

From a Löwdin analysis of the wavefunction, the atomic charges in e read: C 0.010; C -0.646; C -0.016; C -0.060; C -0.218; C -0.252; C -0.297; O -0.096; Si 0.785; H 0.087; H 0.084; H 0.076; H 0.083; H 0.080; H 0.092; H 0.085; H -0.017; H -0.001; H 0.024; H 0.020; H 0.058; H 0.003; H 0.037; H 0.034; H 0.045

=====

[7]
A 5-piece molecular cluster, C7H17Br4N3O6 overall in a non-equilibrium geometry. Source: the Open Molecules 2025 dataset; level of theory: ωB97M-V with the def2-TZVPD basis set.

Energy relative to the best compared isomer or geometry (same formula, charge and spin): 71.4 kJ/mol
Lowest unoccupied orbital energy: 0.211 eV
Max |F|: 0.0673 Eh/bohr
Frontier orbital gap: 10.36 eV
SMILES: C[N+](=O)[O-].C[N+](=O)[O-].C[N+](=O)[O-].BrCCBr.BrCCBr
2S+1: 1

Atoms and positions in Å:
C: 4.631 15.004 10.656
N: 6.091 14.827 10.913
O: 6.906 15.494 10.293
O: 6.410 14.106 11.849
H: 4.239 15.858 11.210
H: 4.008 14.219 11.084
H: 4.535 15.192 9.587
C: 4.294 10.043 4.574
N: 5.035 10.173 5.805
O: 6.238 10.082 5.778
O: 4.350 10.464 6.717
H: 4.642 10.866 3.950
H: 3.218 10.113 4.733
H: 4.654 9.146 4.070
C: 4.903 6.366 10.852
N: 4.100 6.963 9.726
O: 4.673 6.992 8.627
O: 2.972 7.358 9.852
H: 4.320 6.586 11.746
H: 5.870 6.860 10.948
H: 4.877 5.286 10.707
Br: 8.915 12.949 6.021
C: 7.397 13.730 7.070
C: 6.511 14.356 6.042
Br: 4.879 15.009 6.922
H: 7.922 14.472 7.672
H: 6.955 12.947 7.687
H: 6.169 13.622 5.313
H: 7.006 15.191 5.546
Br: 4.749 12.136 9.402
C: 5.360 10.302 9.679
C: 6.781 10.464 10.224
Br: 7.757 8.770 10.739
H: 5.504 9.815 8.715
H: 4.573 9.824 10.263
H: 6.780 11.116 11.097
H: 7.389 10.874 9.417

From a Löwdin analysis of the wavefunction, the atomic charges in e read: C -0.060; N -0.443; O 0.049; O 0.037; H 0.102; H 0.056; H 0.002; C 0.033; N -0.482; O 0.071; O 0.046; H 0.105; H 0.108; H 0.107; C 0.038; N -0.438; O 0.024; O 0.069; H 0.093; H 0.005; H 0.103; Br 0.591; C -0.654; C -0.686; Br 0.645; H 0.050; H 0.007; H 0.042; H 0.061; Br 0.786; C -0.617; C -0.628; Br 0.605; H 0.033; H 0.054; H 0.041; H 0.044

=====

[8]
C7H17GdIO2PS as an isolated structure in a non-equilibrium geometry. Source: the Open Molecules 2025 dataset; level of theory: ωB97M-V with the def2-TZVPD basis set.

⟨S²⟩: 16.80
Lowest unoccupied orbital energy (alpha / beta): -8.553 / -10.739 eV
Max |F|: 0.0663 Eh/bohr
Frontier orbital gap (alpha / beta): 7.05 / 4.50 eV
Total charge: +2
2S+1: 8

Atoms and positions in Å:
C: 2.804 -1.570 1.209
C: 2.115 -1.455 -0.153
C: 2.213 -0.049 -0.748
C: 1.124 0.999 -0.348
C: 0.146 0.575 0.749
P: -1.684 1.083 0.581
I: -0.841 3.789 -0.040
O: -2.387 -0.341 1.084
C: -3.095 -0.911 -0.003
C: -2.093 -0.738 -1.149
S: -2.654 -1.265 -2.748
O: -1.793 0.622 -1.149
H: 3.881 -1.662 1.061
H: 2.485 -2.461 1.749
H: 2.640 -0.684 1.828
H: 2.624 -2.131 -0.843
H: 1.085 -1.823 -0.096
H: 2.220 -0.129 -1.837
H: 3.188 0.365 -0.485
H: 1.626 1.906 -0.009
H: 0.587 1.291 -1.253
H: 0.048 -0.502 0.864
H: 0.427 0.991 1.715
H: -1.684 1.564 1.943
H: -2.893 1.788 0.380
H: -3.444 -1.928 0.166
H: -3.961 -0.282 -0.242
H: -1.202 -1.332 -0.880
H: -1.478 -1.070 -3.377
Gd: -0.002 5.360 2.032

From a Löwdin analysis of the wavefunction, the atomic charges in e read: C -0.094; C -0.270; C -0.187; C -0.277; C -0.275; P 0.552; I 0.365; O -0.278; C -0.216; C -0.729; S 1.199; O -0.327; H 0.083; H 0.079; H 0.069; H 0.112; H 0.081; H 0.107; H 0.113; H 0.067; H 0.071; H 0.074; H 0.081; H 0.007; H 0.035; H 0.146; H 0.132; H 0.131; H -0.033; Gd 1.177

=====

The lowest max |F| belongs to which entry? number 2

=====

Which formula does entry 6 have? C7H16OSi

=====

Number 7 is which compound? C7H17Br4N3O6